No. 1
Computed, not measured: the ion C9H13N5S with charge +2, with ωB97M-V/def2-TZVPD.

The HOMO energy comes out at -16.324 eV. Its spin multiplicity is 1. The energy above the lowest of the compared OMol25 structures with the same formula, charge and spin is 91.2 kJ/mol. For the HOMO-LUMO gap, the calculation gives 6.333 eV. The calculation puts the lowest unoccupied orbital energy at -10.0 eV. For the total energy, the calculation gives -27810.0372 eV. As for the charge: +2.

Geometry as XYZ:
```
28
Properties=species:S:1:pos:R:3:nbo_charge:R:1
C 1.25079 0.87041 0.08163 0.470
C 2.42269 -1.35138 0.07324 -0.035
C 0.00086 -1.07472 0.10154 0.661
C 2.57241 0.10367 0.02763 0.255
C -3.36321 -0.80207 -0.46349 -0.307
C 4.89320 1.03875 -0.03022 0.160
C -2.29840 -0.67215 0.24992 -0.063
C -1.51585 -3.01161 0.29149 -0.442
C -0.07908 2.86655 -0.08473 -0.409
N 0.12929 0.22857 0.04346 -0.535
N 3.73289 0.64160 0.01215 -0.193
N 1.13691 -1.88648 0.26499 -0.568
N -1.19444 -1.56128 0.23404 -0.289
N 1.23855 2.20622 0.00808 -0.487
S 3.80697 -2.26438 -0.15612 0.253
H -4.15048 -0.06300 -0.51040 0.253
H -3.50549 -1.69120 -1.03217 0.210
H 5.44854 1.18761 0.80321 0.243
H 5.47865 1.28608 -0.86298 0.258
H -2.18651 0.09251 0.91859 0.220
H -1.61885 -3.25173 -0.74612 0.240
H -0.88509 -3.63899 0.90750 0.243
H -2.46526 -3.00457 0.80406 0.261
H 0.17344 3.81742 -0.45777 0.231
H -0.64564 2.79307 0.82878 0.241
H -0.59165 2.27555 -0.86433 0.232
H 1.01699 -2.85166 0.10478 0.449
H 1.97048 2.90325 -0.17673 0.450
```

No. 2
Computed, not measured: the molecule C4H5BrN2O, with ωB97M-V/def2-TZVPD.

The HOMO energy comes out at -7.380 eV. Its spin multiplicity is 1. The energy above the lowest of the compared OMol25 structures with the same formula, charge and spin is 355.3 kJ/mol. For the HOMO-LUMO gap, the calculation gives 7.748 eV. The calculation puts the lowest unoccupied orbital energy at 0.4 eV. For the total energy, the calculation gives -79295.0511 eV.

Geometry as XYZ:
```
13
Properties=species:S:1:pos:R:3:nbo_charge:R:1
C 0.15882 -0.48809 -0.45609 -0.245
C 0.76925 -0.54099 0.81171 -0.448
C -1.06930 0.00446 -0.82529 0.281
C 0.22156 0.22751 1.85985 0.483
N -0.69755 0.98769 1.49802 -0.564
N -1.74565 0.92664 -1.35616 -0.670
O 0.62093 -0.07847 3.13069 -0.662
Br -1.50173 2.20267 2.78373 0.105
H 0.47430 -1.25977 -1.13310 0.245
H 1.66732 -1.22805 0.88830 0.218
H -2.72765 0.79103 -1.39398 0.393
H -1.39395 1.76287 -1.93302 0.373
H 1.08391 -0.98996 3.01668 0.490
```

No. 3
Computed, not measured: a structure of composition C33H41NO10P4S3W, with ωB97M-V/def2-TZVPD.

The HOMO energy (spin up / spin down) comes out at -5.921 / -6.813 eV. Its spin multiplicity is 3. The energy above the lowest of the compared OMol25 structures with the same formula, charge and spin is 482.1 kJ/mol. For the HOMO-LUMO gap (spin up / spin down), the calculation gives 5.952 / 5.924 eV. The calculation puts the lowest unoccupied orbital energy (spin up / spin down) at 0.0 / -0.9 eV. For the total energy, the calculation gives -128343.9836 eV. Its expectation value of S² is 2.02.

Geometry as XYZ:
```
93
Properties=species:S:1:pos:R:3:lowdin_spin:R:1
W 0.22182 0.28231 -0.31114 0.754
S 1.24814 -1.81436 0.05627 0.432
P -1.31376 -2.53382 0.20460 0.348
C -1.61954 -0.83768 0.39597 0.054
P -1.60217 -0.15390 1.97457 0.013
S 0.28899 0.14350 2.49847 -0.014
C -2.47797 1.45093 1.91505 0.004
C -2.11854 2.47624 2.78471 0.000
C -2.77974 3.69515 2.74995 0.000
C -3.81880 3.89670 1.84405 0.000
C -4.18740 2.87416 0.97864 0.000
C -3.51264 1.65550 1.01263 0.001
C -2.54665 -0.96466 3.31376 0.001
C -1.90596 -1.39475 4.46786 -0.001
C -2.63979 -1.92632 5.52445 0.000
C -4.01688 -2.04295 5.42507 0.000
C -4.66689 -1.62722 4.26697 0.000
C -3.93507 -1.09016 3.22039 0.000
C -2.18526 -3.61364 1.38622 0.058
C -1.45517 -4.17895 2.42970 0.013
C -2.07500 -5.01298 3.35450 -0.001
C -3.42912 -5.28846 3.23551 0.007
C -4.16635 -4.73114 2.19535 0.002
C -3.54839 -3.89844 1.27551 0.019
C -2.15297 -3.02281 -1.34696 0.047
C -2.15307 -4.36315 -1.73568 0.022
C -2.74976 -4.75700 -2.92621 -0.002
C -3.34105 -3.80679 -3.75263 0.021
C -3.33876 -2.46953 -3.37452 0.000
C -2.75255 -2.07593 -2.17289 0.022
H -1.29352 2.32914 3.47131 0.000
H -2.48194 4.48885 3.42387 0.000
H -4.34059 4.84636 1.81828 0.000
H -4.99447 3.02208 0.26998 0.000
H -3.76827 0.86562 0.31620 0.001
H -0.82828 -1.30148 4.54482 0.000
H -2.13095 -2.25277 6.42351 0.000
H -4.58681 -2.45862 6.24735 0.000
H -5.74306 -1.71934 4.18402 0.000
H -4.45042 -0.75633 2.32641 0.000
H -0.39562 -3.96127 2.52372 0.002
H -1.50112 -5.44433 4.16581 0.000
H -3.91450 -5.93823 3.95374 0.000
H -5.22495 -4.94251 2.10547 0.000
H -4.12303 -3.46797 0.46377 0.001
H -1.68502 -5.10931 -1.10088 0.001
H -2.74923 -5.80243 -3.21086 -0.001
H -3.80125 -4.10857 -4.68587 0.001
H -3.79895 -1.72497 -4.01368 0.000
H -2.74587 -1.03544 -1.86423 0.002
N -1.60386 4.60468 -0.97086 0.001
C -0.61554 3.68688 -1.72510 0.001
C -0.01669 4.45821 -2.90088 0.000
P 0.66451 3.45790 -0.35298 0.004
O 2.09899 3.34072 -0.96489 0.002
O 0.56718 4.73238 0.41508 0.000
O 0.13772 2.20747 0.39958 0.021
P -1.61370 2.21916 -2.32942 0.003
O -3.07078 2.94930 -2.21675 0.000
O -1.41432 1.85043 -3.74558 0.003
O -1.58713 1.18748 -1.20091 0.015
H -1.02122 5.10699 -0.28525 0.000
H -2.31409 4.06806 -0.46046 0.000
H -2.08971 5.21667 -1.62162 0.000
H 0.57499 5.31132 -2.56040 0.000
H -0.80083 4.80435 -3.57990 0.000
H 0.62871 3.78944 -3.46760 0.000
H 2.31787 2.48157 -1.36385 0.000
H -3.66589 2.56104 -2.86622 0.000
C 2.17461 -2.00949 -3.26138 0.005
C 1.20881 -0.85417 -3.14440 0.001
C 0.91194 -0.24800 -4.51226 0.001
O -0.01611 -1.24668 -2.50241 -0.001
C 1.71912 0.30882 -2.28468 0.011
O 2.88224 0.65067 -2.26550 0.016
O 0.73423 1.17407 -1.99603 0.022
H 1.78583 -2.73122 -3.98511 0.000
H 2.30855 -2.50518 -2.30318 0.005
H 3.14300 -1.65070 -3.61489 0.000
H 0.52752 -1.04088 -5.16094 0.000
H 1.83389 0.12786 -4.96190 0.000
H 0.17892 0.55346 -4.44677 0.000
H -0.67333 -1.53670 -3.15102 0.000
C 4.64529 1.40814 0.35409 0.006
S 3.53484 0.03231 0.38697 0.031
C 3.80338 -0.46235 2.06439 0.004
O 2.17693 0.80674 0.48391 0.034
H 4.20194 2.22497 0.92741 0.002
H 4.79098 1.70472 -0.68395 0.000
H 5.58786 1.07960 0.79497 0.000
H 4.83449 -0.81263 2.15067 0.000
H 3.10260 -1.26511 2.28433 0.002
H 3.62008 0.39425 2.71460 0.000
```

No. 4
Computed, not measured: a structure of composition C12H14BrN2Pt, with ωB97M-V/def2-TZVPD.

The HOMO energy comes out at -11.064 eV. Its spin multiplicity is 1. The energy above the lowest of the compared OMol25 structures with the same formula, charge and spin is 0.0 kJ/mol. For the HOMO-LUMO gap, the calculation gives 8.063 eV. The calculation puts the lowest unoccupied orbital energy at -3.0 eV. For the total energy, the calculation gives -88935.4100 eV. As for the charge: +1.

Geometry as XYZ:
```
30
Properties=species:S:1:pos:R:3:nbo_charge:R:1
Pt 0.18974 -1.33144 -0.03760 0.594
N 0.64579 -3.49132 -0.26314 -0.830
C 1.87278 -3.59760 -1.08667 -0.239
C 1.73785 -2.60029 -2.21852 -0.240
N 1.53087 -1.25697 -1.62438 -0.764
H 0.71919 -4.03971 0.58746 0.408
H -0.13428 -3.88718 -0.78293 0.398
H 2.01858 -4.60406 -1.47992 0.224
H 2.72776 -3.35497 -0.45445 0.213
H 0.85519 -2.83324 -2.81534 0.215
H 2.60948 -2.61453 -2.87289 0.227
H 1.34571 -0.55677 -2.33429 0.416
H 2.37689 -0.95964 -1.14164 0.409
Br -0.48291 -1.17036 2.33487 0.200
C -0.96268 0.69071 2.21126 0.075
C -1.46324 1.30120 3.31387 -0.270
C -1.83187 2.66098 3.20544 -0.193
C -1.70255 3.30978 2.01375 -0.161
C -1.19231 2.64994 0.86656 -0.037
C -1.11623 3.30339 -0.38581 -0.167
C -0.66675 2.63272 -1.48156 -0.199
C -0.23839 1.29019 -1.37525 -0.273
C -0.26367 0.60378 -0.18584 -0.125
C -0.77681 1.29860 0.95567 -0.217
H -1.58664 0.76989 4.24740 0.237
H -2.23120 3.17003 4.07141 0.235
H -2.00635 4.34472 1.92196 0.229
H -1.44227 4.33280 -0.46023 0.226
H -0.63595 3.12497 -2.44449 0.227
H 0.10427 0.81440 -2.28472 0.180
```

No. 5
Computed, not measured: a cluster of 2 separate species, C4H9FN3 in total, with ωB97M-V/def2-TZVPD.

The HOMO energy comes out at -12.902 eV. Its spin multiplicity is 1. The energy above the lowest of the compared OMol25 structures with the same formula, charge and spin is 405.7 kJ/mol. For the HOMO-LUMO gap, the calculation gives 8.820 eV. The calculation puts the lowest unoccupied orbital energy at -4.1 eV. For the total energy, the calculation gives -11470.7007 eV. As for the charge: +1.

Geometry as XYZ:
```
17
Properties=species:S:1:pos:R:3:nbo_charge:R:1
C -0.57723 1.26211 -0.64694 0.325
C -0.00514 -0.83628 -0.32899 0.682
C -2.50329 -0.16673 0.05220 -0.420
C 2.37116 -0.52116 0.07762 -0.432
N -1.13105 0.05302 -0.56307 -0.362
N 1.13587 -0.12180 -0.61105 -0.243
N 0.74688 1.13354 -0.71688 -0.302
F -0.12467 -2.10826 -0.58748 -0.271
H -1.16537 2.20934 -0.72967 0.275
H 0.08905 -0.73011 1.48325 -0.184
H -2.23142 -0.48525 1.08177 0.257
H -3.15504 0.66541 -0.23507 0.247
H -3.00453 -0.99670 -0.45185 0.246
H 2.15638 -0.65004 1.23220 0.240
H 2.80497 -1.41325 -0.24618 0.249
H 3.14791 0.17508 -0.02989 0.235
H 1.31733 1.89936 -1.06870 0.458
```